Version i
Density functional theory data (the ωB97M-V functional and the def2-TZVPD basis) for a 2-piece molecular cluster, C3H9NO3 overall.

Molar mass: 107.11 g mol⁻¹
SMILES: CCNC(=O)O.O
LUMO: 0.0191 Eh

```
16
C3H9NO3 | OMol25 | the ωB97M-V functional and the def2-TZVPD basis
H -1.9927 -0.3873 2.6004
H -2.1508 -1.0633 -0.4505
O 2.9025 -2.1926 -3.3307
H 2.6448 -3.0468 -2.9724
H 2.1037 -2.1709 -3.8324
H -1.0427 0.6816 -1.0635
C -1.6671 -0.6721 0.4935
C -2.5879 -0.1046 1.6520
H -2.4244 0.9834 1.8911
N -0.8919 0.4563 -0.1572
O 0.3978 0.7182 1.7216
H 1.7842 1.7405 0.6548
H -3.5561 -0.5167 1.8250
O 1.1911 1.5899 -0.1633
H -0.9539 -1.2666 1.0526
C 0.2382 0.9314 0.4504
```

***

Version ii
Density functional theory data (the ωB97M-V functional and the def2-TZVPD basis) for one molecule with the formula C3H9NO3.

Molar mass: 107.11 g mol⁻¹
SMILES: C[C@H](O)ON(C)O
LUMO: 0.0275 Eh

```
16
C3H9NO3 | OMol25 | the ωB97M-V functional and the def2-TZVPD basis
C -0.5838 -1.7899 -0.0822
N -0.5498 0.9050 -0.0718
C -0.5797 1.6744 1.1556
H 0.2433 2.3983 1.2135
O -0.5840 1.7218 -1.1817
H 0.5080 -0.8458 -1.7404
H 0.0686 2.4404 -1.0832
H -0.5032 0.9840 1.9917
H -1.5349 2.1999 1.1993
C 0.5235 -0.9367 -0.6436
O 1.9188 -1.7202 -0.2735
H -0.5665 -1.7511 1.0041
O 0.9411 0.1818 -0.0092
H -1.5429 -1.4486 -0.4645
H 2.6610 -1.1994 -0.6062
H -0.4194 -2.8138 -0.4080
```

***

What should be chosen as the least stable of them? Choose version ii.

***

Version i
Density functional theory data (the ωB97M-V functional and the def2-TZVPD basis) for a 2-piece molecular cluster, C3H9NO3 overall.

Molar mass: 107.11 g mol⁻¹
SMILES: C[C@H](N)C(=O)O.O
LUMO: 0.0145 Eh

```
16
C3H9NO3 | OMol25 | the ωB97M-V functional and the def2-TZVPD basis
C 1.1535 0.5225 1.3794
O -2.0520 1.6020 0.1617
O 1.9783 -1.7957 -1.4919
O -0.4828 0.7732 -1.2375
H 1.2224 1.5520 1.5158
H 1.5876 -0.0126 2.2355
H 0.2216 -1.9652 1.3149
C -0.3694 -0.0017 1.0144
H -0.9439 0.1168 1.8749
H -0.4853 1.5557 -1.8706
N -0.3337 -1.3662 0.6615
H 2.6579 -1.3086 -1.9853
H 1.7040 0.2264 0.4637
H 0.0612 -1.4210 -0.2945
H 2.2439 -2.6973 -1.8141
C -1.0311 0.9594 0.0180
```

***

Version ii
Density functional theory data (the ωB97M-V functional and the def2-TZVPD basis) for a 2-piece molecular cluster, C3H9NO3 overall.

Molar mass: 107.11 g mol⁻¹
SMILES: NC(=O)CCO.O
LUMO: 0.0158 Eh

```
16
C3H9NO3 | OMol25 | the ωB97M-V functional and the def2-TZVPD basis
C 0.6436 0.1899 -1.3437
H 0.7834 -0.7738 -1.8302
H 2.5559 -0.0498 -0.3659
H 1.9421 1.3202 -2.0603
O 1.8711 -2.0421 0.6464
C 1.1926 -1.0405 0.7642
O -5.1182 1.5555 0.5857
C 1.5215 0.1748 -0.1064
H 1.4702 1.0967 0.4811
H -0.3996 0.2735 -1.0361
N 0.2013 -0.9944 1.6864
O 0.9883 1.3445 -2.1437
H -4.5386 2.0466 1.1546
H -0.3598 -0.1918 1.8960
H -5.2065 2.0061 -0.2644
H 0.1525 -1.7569 2.3290
```

***

Version iii
Density functional theory data (the ωB97M-V functional and the def2-TZVPD basis) for a 2-piece molecular cluster, C3H9NO3 overall.

Molar mass: 107.11 g mol⁻¹
SMILES: O=CCNCO.O
LUMO: 0.0293 Eh

```
16
C3H9NO3 | OMol25 | the ωB97M-V functional and the def2-TZVPD basis
C 1.1007 1.2968 -0.1073
C 0.0455 0.2324 -0.1972
O -2.4943 -0.8597 0.7887
H 3.2740 -2.2054 0.1786
N -1.2766 0.8345 -0.3224
O 2.4737 -1.7206 -0.0665
H 0.0855 -0.3773 0.7025
C -2.3404 -0.1467 -0.4098
H -1.2947 1.4227 -1.1519
H 0.8177 2.2717 -0.5452
H -1.8573 -1.5812 0.7989
O 2.1909 1.1249 0.3672
H -3.2702 0.3946 -0.5831
H 0.3009 -0.4133 -1.0512
H 2.6567 -0.7990 0.1867
H -2.1903 -0.8469 -1.2438
```

***

What should be chosen as the least stable of them? Choose version iii.

***

Version i
Density functional theory data (the ωB97M-V functional and the def2-TZVPD basis) for a 2-piece molecular cluster, C3H9NO3 overall.

Molar mass: 107.11 g mol⁻¹
SMILES: NC(=O)CCO.O
LUMO: 0.0179 Eh

```
16
C3H9NO3 | OMol25 | the ωB97M-V functional and the def2-TZVPD basis
O 1.6222 0.9275 -5.0709
H -0.4963 1.6969 0.2347
N -0.0962 1.8478 1.1935
H 0.5783 -1.8317 0.3988
C -0.7425 -0.4308 1.7936
H -0.5202 -0.4127 -0.3930
H -1.8085 -0.1244 1.7736
C 0.1531 0.7901 2.0433
H 1.9861 0.3839 -4.3667
H -1.5760 -2.7109 1.0331
O 0.9395 0.9601 2.9908
H 0.4093 2.6915 1.0878
H -0.6903 -1.2647 2.4587
O -1.5965 -2.1483 0.2382
C -0.4297 -1.2432 0.3634
H 2.2676 0.8689 -5.7789
```

***

Version ii
Density functional theory data (the ωB97M-V functional and the def2-TZVPD basis) for a 2-piece molecular cluster, C3H9NO3 overall.

Molar mass: 107.11 g mol⁻¹
SMILES: CCNC(=O)O.O
LUMO: 0.0246 Eh

```
16
C3H9NO3 | OMol25 | the ωB97M-V functional and the def2-TZVPD basis
H -1.4937 -1.8182 -0.2152
H 3.2830 -0.2183 0.1059
N -0.5640 -0.1009 0.5067
O 4.1551 -0.1733 0.5497
H -0.7931 -0.7449 -1.4581
C -1.3114 -0.7836 -0.5094
C 0.6755 0.4123 0.4527
O 1.5258 0.1044 -0.3795
H -1.0972 0.3731 1.2244
O 0.9439 1.2135 1.4689
H 4.6076 0.6124 0.2431
H 1.8773 1.4495 1.3835
H -2.8962 -0.2117 -1.8412
H -3.4182 -0.7957 -0.1783
C -2.7426 -0.1966 -0.7659
H -2.7517 0.8779 -0.5873
```

***

What should be chosen as the least stable of them? Choose version i.

***

Version i
Density functional theory data (the ωB97M-V functional and the def2-TZVPD basis) for a 2-piece molecular cluster, C5H9NO overall.

Molar mass: 99.13 g mol⁻¹
Net charge: -1
Spin multiplicity: 2
LUMO (spin up / spin down): 0.1339 / 0.1300 Eh

```
16
C5H9NO | OMol25 | the ωB97M-V functional and the def2-TZVPD basis
H -3.1573 0.6652 0.4543
N -0.3714 0.3908 -0.4818
O 2.7702 -2.3407 -2.9299
H -2.4470 2.1734 -0.1198
C 0.9395 -0.2367 1.1725
H -2.4892 1.8404 1.6350
H 2.2127 -3.0395 -2.5404
H 1.7366 -0.6463 1.7633
H -0.4965 0.3169 2.7712
H 1.5612 -0.2516 -0.9784
C -2.3616 1.3989 0.6509
H 3.2236 -1.8854 -2.2015
C 0.8353 -0.1687 -0.1903
H -0.6571 0.7461 -1.3881
C -0.2531 0.3271 1.7162
C -1.0459 0.7103 0.6668
```

***

Version ii
Density functional theory data (the ωB97M-V functional and the def2-TZVPD basis) for an isolated ion of composition C5H9NO and charge -1.

Molar mass: 99.13 g mol⁻¹
Net charge: -1
Spin multiplicity: 2
LUMO (spin up / spin down): 0.1328 / 0.1305 Eh

```
16
C5H9NO | OMol25 | the ωB97M-V functional and the def2-TZVPD basis
C -0.4228 0.6249 -0.5317
H 0.7219 1.9207 -1.7707
H -2.7165 -2.9951 0.8680
H -0.7997 1.4356 0.1076
O 2.7394 1.1631 0.6111
C -1.7725 -2.4433 0.9273
H -1.0693 0.4683 -1.3921
H 1.8239 2.8833 0.1895
H -1.1375 -2.9692 1.6537
C -0.3815 -0.6510 0.2973
H 0.4978 -1.2702 0.0422
H -0.2834 -0.3170 1.3536
C 0.9231 1.1982 -0.9644
H 1.5812 0.5646 -1.5637
N -1.5845 -1.3963 0.1358
C 1.8805 1.7832 0.0367
```

***

What should be chosen as the least stable of them? Choose version ii.

***

Version i
Density functional theory data (the ωB97M-V functional and the def2-TZVPD basis) for one molecule with the formula C3H3BrO2.

Molar mass: 150.96 g mol⁻¹
SMILES: C=C(Br)OC=O
LUMO: 0.0202 Eh

```
9
C3H3BrO2 | OMol25 | the ωB97M-V functional and the def2-TZVPD basis
C -1.0105 -0.9821 0.6298
C 1.4527 0.4566 -0.9132
C -0.8426 0.3183 0.4333
Br -1.5672 1.7206 1.2817
O 1.9203 -0.5942 -0.5825
O 0.1561 0.8567 -0.8396
H -0.5599 -1.7955 -0.0419
H -1.5727 -1.2675 1.5100
H 2.0237 1.2871 -1.4777
```

***

Version ii
Density functional theory data (the ωB97M-V functional and the def2-TZVPD basis) for one molecule with the formula C3H3BrO2.

Molar mass: 150.96 g mol⁻¹
LUMO: 0.0079 Eh

```
9
C3H3BrO2 | OMol25 | the ωB97M-V functional and the def2-TZVPD basis
H 1.2150 -0.3467 1.7383
C -0.7348 -0.4807 -0.0187
C 1.3285 -0.2932 0.5663
O 0.3831 1.4999 0.2594
H -1.6543 1.3198 -0.1615
Br 3.0848 0.0111 -0.0075
C -0.7194 0.8839 0.0123
H -1.3991 -1.1769 -0.1666
O 0.6060 -1.0187 -0.1650
```

***

Version iii
Density functional theory data (the ωB97M-V functional and the def2-TZVPD basis) for one molecule with the formula C3H3BrO2.

Molar mass: 150.96 g mol⁻¹
SMILES: C=C(Br)OC=O
LUMO: 0.0254 Eh

```
9
C3H3BrO2 | OMol25 | the ωB97M-V functional and the def2-TZVPD basis
H 1.9141 0.5165 -0.2875
O -0.8390 0.6640 0.4300
C -1.2341 0.6746 -0.8550
Br -0.5228 -1.5961 1.9150
C 0.1461 -0.2348 0.6651
C 1.4258 -0.3303 0.3099
H 1.9439 -1.2031 0.5096
O -0.8009 -0.0232 -1.7046
H -2.0331 1.5324 -0.9825
```

***

What should be chosen as the least stable of them? Choose version ii.

***

Version i
Density functional theory data (the ωB97M-V functional and the def2-TZVPD basis) for a 3-piece molecular cluster, C3H3BrO2 overall.

Molar mass: 150.96 g mol⁻¹
LUMO: 0.0278 Eh

```
9
C3H3BrO2 | OMol25 | the ωB97M-V functional and the def2-TZVPD basis
H 3.3523 -0.3864 -0.2599
C -0.1769 1.4633 -2.6379
C 2.6206 -0.0297 -0.9660
Br -2.1069 1.9225 4.1440
O 0.3066 -0.3615 -0.6081
O -1.1597 1.8763 -2.2815
H 2.9624 0.4960 -1.7828
H -2.3620 1.7892 2.8624
C 1.4225 -0.2673 -0.8521
```

***

Version ii
Density functional theory data (the ωB97M-V functional and the def2-TZVPD basis) for one molecule with the formula C3H3BrO2.

Molar mass: 150.96 g mol⁻¹
SMILES: O=C[C@@]1(Br)CO1
LUMO: -0.0084 Eh

```
9
C3H3BrO2 | OMol25 | the ωB97M-V functional and the def2-TZVPD basis
C -0.3511 1.1912 0.3596
C -0.1994 -1.4469 -0.2348
H 0.0249 2.2148 0.2188
C 0.2742 -0.0477 -0.1078
O -1.3860 -1.7270 -0.3587
Br 1.8607 0.2776 -1.4275
H 0.6805 -1.9858 -0.1544
H -1.3946 1.0884 0.5208
O 0.4908 0.4354 1.1840
```

***

What should be chosen as the least stable of them? Choose version ii.